(1)
{"formula": "C3H4NOP", "method": "ωB97M-V/def2-TZVPD", "spin_multiplicity": 1, "gap_ev": [8.46, 8.46], "e_homo_ev": [-9.23, -9.23], "elements": ["C", "C", "C", "N", "O", "P", "H", "H", "H", "H"], "xyz": [[0.8980, 0.3710, -0.1410], [0.8209, -1.0149, 0.0075], [-0.1721, 1.0867, -0.5951], [-1.8385, 0.3097, 0.9929], [-0.2696, -1.6623, -0.1294], [-1.7651, -1.1770, 0.9472], [1.7741, 0.8782, 0.2358], [1.6816, -1.5744, 0.3829], [-0.1959, 2.1577, -0.5033], [-0.9334, 0.6252, -1.1975]], "forces_ev_per_angstrom": [[0.23, 0.06, -0.10], [-0.08, -0.01, -0.01], [-0.36, -0.52, 0.52], [0.08, 0.84, -0.23], [0.90, -0.36, -0.62], [-0.73, -0.20, 0.50], [0.07, -0.01, 0.05], [0.00, 0.04, -0.05], [-0.03, 0.21, -0.02], [-0.08, -0.04, -0.05]]}

(2)
{"formula": "C11H23DyN4Si", "method": "ωB97M-V/def2-TZVPD", "spin_multiplicity": 6, "charge": 2, "gap_ev": [7.96, 7.45], "e_homo_ev": [-14.66, -14.67], "elements": ["Dy", "C", "C", "C", "C", "C", "C", "N", "N", "Si", "C", "C", "C", "H", "H", "H", "H", "H", "H", "H", "H", "H", "H", "H", "H", "H", "H", "H", "N", "C", "C", "N", "H", "H", "H", "H", "H", "H", "H", "H"], "xyz": [[0.6188, 0.3142, 0.3665], [-1.5760, 2.9737, -1.6414], [-1.7206, 1.5235, -1.9708], [-2.6442, 1.0403, -2.8665], [-2.7067, -0.3349, -3.1157], [-1.8548, -1.2122, -2.4790], [-0.9275, -0.6817, -1.5834], [-0.8804, 0.6619, -1.3463], [0.0144, -1.3795, -0.8515], [-0.2144, -2.6560, 0.3237], [1.4327, -2.4968, 1.2225], [-1.4812, -1.9302, 1.5072], [-0.5929, -4.3569, -0.2599], [-2.3201, 3.5734, -2.1593], [-0.5908, 3.3436, -1.9341], [-1.7105, 3.1452, -0.5695], [-3.3114, 1.7229, -3.3724], [-3.4318, -0.7124, -3.8251], [-1.8761, -2.2746, -2.6729], [1.5070, -1.5837, 1.8517], [2.2867, -2.5127, 0.5412], [1.5837, -3.2812, 1.9669], [-1.2892, -0.8525, 1.7186], [-1.4854, -2.4036, 2.4905], [-2.4994, -1.9406, 1.1141], [0.1168, -4.6801, -1.0228], [-1.5982, -4.4195, -0.6806], [-0.5413, -5.0626, 0.5721], [0.9087, 1.8685, 2.4062], [2.3415, 2.2870, 2.4238], [2.8023, 2.6924, 1.0384], [2.7669, 1.5273, 0.1006], [0.3238, 2.7015, 2.3425], [0.6702, 1.4687, 3.3124], [2.9325, 1.4444, 2.7904], [2.5030, 3.1107, 3.1195], [3.8056, 3.1152, 1.0874], [2.1524, 3.4687, 0.6278], [3.5746, 0.9300, 0.2803], [2.9116, 1.8588, -0.8531]], "forces_ev_per_angstrom": [[-0.23, -0.11, -0.66], [-0.02, 0.09, 0.04], [-0.04, -0.13, -0.13], [0.02, 0.05, 0.03], [0.02, -0.02, 0.00], [-0.03, 0.10, -0.02], [0.11, -0.10, 0.12], [0.11, 0.14, 0.32], [0.11, 0.20, 0.18], [-0.06, -0.08, -0.23], [0.16, 0.19, 0.21], [-0.06, 0.22, 0.13], [-0.01, -0.01, -0.02], [0.00, -0.01, -0.01], [0.01, -0.02, 0.00], [0.01, -0.01, 0.00], [0.00, 0.00, 0.00], [0.00, -0.01, 0.00], [0.02, -0.01, 0.01], [0.07, 0.00, 0.02], [0.01, -0.05, 0.01], [-0.02, -0.05, -0.05], [-0.04, -0.05, 0.09], [-0.04, -0.05, -0.03], [0.01, -0.07, -0.02], [0.01, 0.00, 0.01], [0.00, 0.01, -0.01], [-0.01, 0.00, 0.00], [-0.09, -0.14, 0.01], [0.01, -0.01, 0.06], [0.03, 0.04, -0.06], [-0.13, -0.19, -0.08], [0.02, 0.01, 0.01], [0.03, 0.04, 0.02], [0.01, 0.00, -0.02], [0.00, 0.01, -0.02], [0.00, -0.02, 0.03], [-0.02, -0.01, 0.03], [0.01, 0.03, 0.03], [0.04, 0.03, 0.02]]}

(3)
{"formula": "C5H12ClOP", "method": "ωB97M-V/def2-TZVPD", "spin_multiplicity": 3, "gap_ev": [4.13, 6.77], "e_homo_ev": [-3.51, -10.81], "elements": ["C", "C", "C", "C", "C", "O", "P", "Cl", "H", "H", "H", "H", "H", "H", "H", "H", "H", "H", "H", "H"], "xyz": [[-1.3643, 1.4113, 0.9402], [-1.8420, -0.7229, -0.3521], [1.0263, -1.7611, -0.5551], [2.0962, 0.9724, -0.2989], [-0.8305, 0.4474, -0.1028], [0.9309, -0.5082, 1.8804], [0.7749, -0.2853, 0.4352], [3.6412, 0.2059, -0.4533], [-1.5396, 0.9358, 2.0313], [-0.6604, 2.1926, 1.1177], [-2.2987, 2.0336, 0.7080], [-1.5812, -1.4083, 0.5520], [-1.7302, -1.2040, -1.4074], [-2.8540, -0.2010, -0.3816], [0.5493, -1.6232, -1.5101], [1.9870, -2.0214, -0.7553], [0.4753, -2.4561, 0.0105], [1.6859, 1.3073, -1.2561], [2.2653, 1.7356, 0.4359], [-0.7314, 0.9495, -1.0381]], "forces_ev_per_angstrom": [[-1.49, 0.16, 2.69], [0.22, 0.01, -0.11], [-2.25, 1.75, -0.14], [-4.23, 2.16, 0.51], [-1.26, -1.01, 0.10], [0.09, -0.12, 0.51], [-0.06, 1.72, -1.04], [5.51, -2.79, -0.81], [0.35, 0.73, -2.63], [0.91, 0.51, 0.20], [0.98, -1.48, -0.23], [-1.63, 0.54, -1.78], [0.08, 0.51, 2.14], [1.01, -1.25, 0.56], [-0.39, 0.08, -0.42], [2.91, -0.79, 0.02], [-0.47, -1.43, 0.48], [-0.33, -0.16, 0.09], [-0.55, 0.28, 0.49], [0.58, 0.57, -0.63]]}

Calculated energy, -15999.3342, -49690.6253, -29231.9856 eV (same order as the records).